Molecular formula: C3H4ClF3N3
Method: DFT, ωB97M-V/def2-TZVPD

Last column: Mulliken spin population.
Geometry (Å):
C 0.741 -0.187 0.310  0.626
C 0.268 0.980 -0.632  0.001
C -1.571 -0.503 -0.014  -0.017
N -0.992 0.724 -0.820  0.061
N -0.331 -0.884 0.593  0.583
N 2.008 -0.410 0.549  0.702
F 1.123 1.118 -1.658  0.008
F 0.595 2.085 0.216  0.027
F -1.845 -1.499 -0.894  0.029
Cl -2.985 -0.133 0.994  0.031
H -1.597 1.382 -1.281  -0.002
H -0.457 -1.849 1.053  -0.024
H 2.680 0.436 0.600  -0.004
H 2.362 -1.261 0.984  -0.022

Forces on atoms 1 to 6 (eV/Å):
-1.58 4.48 -3.85
5.49 -1.24 4.18
1.56 3.17 -2.83
-4.85 -2.06 0.31
-4.20 -5.74 3.35
4.75 0.49 1.71

HOMO level (alpha / beta) = -0.419 / -0.570 Ha
2S+1 = 3
total charge = +1
Kohn-Sham gap (alpha / beta) = 7.8281 / 5.8454 eV